#P
9
Properties=species:S:1:pos:R:3 method="wB97M-V/def2-TZVPD" smiles="O=CN(S)C=O" homo_lumo_gap_ev=9.91 lumo_ev=0.46
C 0.30353 1.18807 -0.05984
C -1.21971 -0.70586 -0.01884
H 2.20024 -0.45847 0.28572
H -0.63050 1.69170 -0.18155
H -1.24568 -1.83424 0.02251
N 0.07627 -0.18303 0.02401
O 1.40154 1.69661 -0.00877
O -2.17375 -0.02405 -0.01139
S 1.28806 -1.37073 -0.05184

***

#Q
9
Properties=species:S:1:pos:R:3 method="wB97M-V/def2-TZVPD" smiles="O=CO/C=N/S" homo_lumo_gap_ev=9.12 lumo_ev=-0.19
C -1.00388 -0.02419 0.01337
C 0.89953 1.51836 0.97951
H 0.70636 -2.61085 -1.99256
H -1.98177 -0.41786 0.33458
H 0.94154 2.48925 1.27015
N -0.16564 -0.72135 -0.79833
O -0.41906 1.14859 0.86988
O 1.88096 0.73085 0.89226
S -0.85803 -2.11280 -1.56886

***

#R
9
Properties=species:S:1:pos:R:3 method="wB97M-V/def2-TZVPD" homo_lumo_gap_ev=9.85 lumo_ev=0.12
C -0.37568 -0.42525 -0.01795
C -0.42165 1.63474 1.15298
H 1.43141 -2.47567 -2.51909
H -1.42731 -0.70251 0.52470
H -0.16150 2.67199 0.89351
N 0.12980 -1.33312 -0.79715
O 0.00533 1.01787 0.11735
O -0.89242 0.93964 2.32853
S 1.71202 -1.32769 -1.68288

***

#S
9
Properties=species:S:1:pos:R:3 method="wB97M-V/def2-TZVPD" smiles="S=C1NOCO1" homo_lumo_gap_ev=9.21 lumo_ev=0.15
C 0.82600 -0.77314 -0.04428
C -0.57004 0.89295 0.73553
H -0.00871 -0.72045 -2.04658
H -1.05789 0.48341 1.54672
H -0.73107 2.06444 0.62353
N -0.26852 -0.87600 -0.89111
O -0.99384 0.43302 -0.57896
O 0.75282 0.28923 0.78128
S 2.05126 -1.79344 -0.12613

***

Most favorable first, least favorable last: #P, #S, #Q, #R

***

#P
25
Properties=species:S:1:pos:R:3 method="wB97M-V/def2-TZVPD" smiles="Cc1ccc(C)c2c1C=CCP2" homo_lumo_gap_ev=8.16 lumo_ev=0.42
C 2.09998 0.87316 -0.24789
C 1.28792 1.95652 -0.19821
C 0.31358 -0.70997 0.09760
C 1.67111 -0.45100 -0.05519
C -0.12860 1.86548 0.03492
C -0.65713 0.60204 0.06196
C -0.29564 -1.89430 0.47872
C -1.62347 -2.18523 0.19545
C -2.55504 -1.31039 -0.50059
C 2.51519 -1.64437 -0.02335
C -0.99773 3.12327 0.09627
P -2.46727 0.45152 0.15093
H 3.13026 0.94142 -0.47730
H 1.71606 2.86537 -0.42996
H 0.24772 -2.69476 0.79955
H -2.00211 -3.11641 0.52124
H -2.26007 -1.35796 -1.66385
H -3.57448 -1.53008 -0.45110
H 3.58646 -1.21547 0.16388
H 2.07468 -2.26092 0.72090
H 2.78049 -1.98376 -1.06396
H -1.37179 3.46706 -0.85822
H -1.73712 2.91166 0.86880
H -0.35728 3.85707 0.54203
H -2.61429 0.16202 1.54996

***

#Q
25
Properties=species:S:1:pos:R:3 method="wB97M-V/def2-TZVPD" smiles="C1=C(P=c2cc2)C1.C1=CCCC1" homo_lumo_gap_ev=7.51 lumo_ev=0.30
C 1.90440 -2.01393 -3.42302
C 1.79436 1.68704 -0.85456
C -0.92274 -0.58129 0.80615
C 1.32486 -1.00647 -2.82863
C 0.61922 1.29078 -1.60527
C -1.45280 0.66153 0.66833
C 2.91375 -1.30130 -2.61709
C 0.71316 2.52379 -0.95926
C -0.82480 -0.90667 2.32381
C -2.12033 1.05016 2.00864
C -2.18916 -0.32203 2.78432
P -0.11534 0.00197 -2.52272
H 1.75606 -2.75800 -4.24853
H 2.73753 1.45432 -0.37181
H -0.71303 -1.32213 0.01423
H 3.09386 -1.67463 -1.55427
H 3.66563 -0.57007 -2.98409
H -1.85485 1.06039 -0.12037
H 0.05715 3.30588 -0.51841
H -0.53784 -1.96977 2.64755
H 0.06992 -0.36616 2.68933
H -1.59121 1.68256 2.64847
H -3.11315 1.41845 1.80392
H -2.78801 -1.12964 2.37614
H -2.42665 -0.21478 3.83714

***

Most favorable first, least favorable last: #P, #Q

***

#P
19
Properties=species:S:1:pos:R:3 method="wB97M-V/def2-TZVPD" smiles=CCSSCC.O homo_lumo_gap_ev=9.56 lumo_ev=0.70
C 0.61043 -1.36420 1.64719
C 0.46870 -0.28500 2.71229
S -0.76420 1.03403 2.35668
S -0.38202 1.98013 0.64655
C -1.16985 1.10636 -0.82712
C -0.70628 1.58951 -2.16815
H 1.69086 -1.42444 1.42813
H -0.04872 -1.29739 0.79550
H 0.56930 -2.42549 1.94105
H 1.42550 0.14345 3.02963
H -0.07104 -0.64279 3.60428
H -0.96359 0.04725 -0.65945
H -2.24037 1.27396 -0.72708
H -0.96627 2.66206 -2.19578
H -1.19016 1.08280 -3.01875
H 0.40691 1.57887 -2.23659
H 1.57941 -2.31953 -1.93105
H 0.81861 -0.93957 -1.98465
O 0.93279 -1.80002 -2.41269

***

#Q
19
Properties=species:S:1:pos:R:3 method="wB97M-V/def2-TZVPD" smiles=CCCSSC.O homo_lumo_gap_ev=7.72 lumo_ev=-0.10
C -1.31340 1.75782 -0.19462
C -2.59083 0.92455 -0.38852
C -0.16189 1.44910 -1.13397
S 0.81798 0.03156 -0.48894
S 2.81842 -0.58502 -0.63799
C 3.00418 -2.17366 0.10987
H -0.89910 1.64845 0.81405
H -1.57946 2.76627 -0.50136
H -2.40814 -0.16771 -0.36863
H -3.15842 1.25428 -1.27159
H -3.16521 1.08067 0.51800
H 0.65308 2.17146 -1.26862
H -0.54437 1.36242 -2.14334
H 2.04757 -2.73094 0.21926
H 3.37331 -2.01854 1.13338
H 3.65025 -2.75650 -0.58779
H -0.06607 -1.22634 2.79726
H 0.04629 -1.18135 1.36154
O -0.52419 -1.60652 2.03199

***

#R
19
Properties=species:S:1:pos:R:3 method="wB97M-V/def2-TZVPD" smiles=CCSSCC.O homo_lumo_gap_ev=9.46 lumo_ev=0.59
C 1.44665 -1.37760 -1.11558
C -0.05968 -1.61480 -1.17972
S -1.00283 -0.07524 -0.87817
S -1.81469 -0.34170 0.97361
C -0.57760 0.25321 2.17335
C 0.22268 1.45950 1.70698
H 2.02229 -2.29611 -1.25795
H 1.64056 -0.88515 -0.15095
H 1.83012 -0.68765 -1.87712
H -0.38185 -2.29758 -0.39427
H -0.40223 -2.05565 -2.10595
H -1.22809 0.50572 3.00896
H 0.08590 -0.56657 2.44004
H 0.75000 1.89469 2.54929
H -0.45784 2.17683 1.23262
H 0.87625 1.14131 0.90411
H 2.78739 2.33011 -2.02907
H 3.61238 2.27897 -0.71654
O 3.47145 1.82836 -1.56104

***

#S
19
Properties=species:S:1:pos:R:3 method="wB97M-V/def2-TZVPD" smiles=CCSSCC.O homo_lumo_gap_ev=9.32 lumo_ev=0.57
S 0.79689 -0.78130 2.53833
S -0.42055 -1.26275 4.03492
C 0.00000 0.00000 0.00000
C 0.18024 1.41252 4.80072
C -0.38304 0.14079 1.48487
C -0.21475 0.00057 5.36715
H -0.21307 -1.02474 -0.34801
H 1.07872 0.19557 -0.12130
H -0.55951 0.70976 -0.63230
H 0.19674 2.07971 5.67890
H -0.44218 1.87712 4.01756
H 1.20941 1.30995 4.41743
H -0.35098 1.19661 1.81602
H -1.41712 -0.22643 1.63074
H -1.16023 0.15193 5.92269
H 0.56095 -0.29844 6.09812
O -2.24618 4.59808 6.51915
H -1.48626 4.72854 7.13049
H -2.62392 3.72637 6.77547

***

Most favorable first, least favorable last: #R, #S, #P, #Q